Entry 1:
Here is a structure of composition C36H88N4O10 in a non-equilibrium geometry from the OMol25 dataset. Energies are from ωB97M-V with the def2-TZVPD basis set.

Summary:
charge	0
Kohn-Sham gap	7.793	eV
spin multiplicity	1
E_tot	-65166.3688	eV

Geometry (Å):
O 2.98691 4.38201 0.15723
H 2.15018 4.80379 -0.03824
H 2.94049 3.53755 -0.29106
O 2.50623 2.71530 -1.17216
H 2.67019 1.81195 -0.90141
H 3.27836 2.95633 -1.68398
O 0.04483 2.69275 2.47650
H 0.38980 2.06863 3.11501
H 0.31003 2.33889 1.62757
O 3.51489 -1.16892 -0.26418
H 4.05323 -1.95929 -0.30573
H 3.73760 -0.77083 0.57735
O 3.71418 0.89299 -0.97792
H 4.03848 0.90588 -0.07743
H 3.61100 -0.03637 -1.18256
O 1.32521 5.19936 -0.66975
H 0.50099 4.72762 -0.78959
H 1.11724 6.10652 -0.89346
C -7.74716 0.66876 2.63532
C -6.42086 -0.15551 2.35666
C -6.58658 -0.83409 0.93309
C -5.28142 -1.38481 0.25060
C -4.18318 -0.24859 0.35619
C -3.94402 0.26882 1.79142
N -5.26264 0.69437 2.35966
O -5.10726 1.47885 3.48586
C -3.07352 -0.64678 2.69976
C -3.04329 1.52101 1.47808
C -6.38852 -1.28761 3.44914
H -7.84315 1.55845 2.01296
H -7.83397 0.98133 3.67593
H -8.66106 0.12301 2.40067
H -7.13734 -1.77295 0.99050
H -7.32036 -0.24283 0.38530
H -5.50619 -1.61368 -0.79112
H -4.97119 -2.32828 0.69975
H -4.57712 0.56447 -0.25360
H -3.25007 -0.66709 -0.02098
H -3.19003 -1.72666 2.60813
H -1.99721 -0.51132 2.80602
H -3.40994 -0.49204 3.72493
H -3.46425 2.09795 0.65465
H -2.95532 2.10687 2.39302
H -2.05371 1.20089 1.15197
H -7.31165 -1.86579 3.48952
H -6.41719 -0.78975 4.41838
H -5.62082 -2.04282 3.28064
H -5.46749 2.29895 3.14048
C 0.09232 2.99166 -2.31346
C -0.55608 1.93308 -1.35261
C -1.07247 0.82799 -2.38059
C -1.38163 -0.57688 -1.70101
C -0.21504 -1.01919 -0.76635
C 0.35273 0.01844 0.21181
N 0.50908 1.35694 -0.44652
O 1.08507 2.36079 0.35585
C -0.48979 0.14710 1.46807
C 1.76310 -0.35460 0.54743
C -1.76005 2.42778 -0.49409
H -0.72872 3.62558 -2.64832
H 0.73168 2.60526 -3.10721
H 0.70118 3.66309 -1.70802
H -2.09111 1.12557 -2.62945
H -0.60952 0.73154 -3.36266
H -1.71303 -1.15297 -2.56495
H -2.24467 -0.39572 -1.06035
H 0.49049 -1.47141 -1.46337
H -0.60691 -1.87057 -0.20984
H -0.20359 0.88400 2.21853
H -1.46899 0.54432 1.20073
H -0.57582 -0.79495 2.00958
H 1.85936 -1.40894 0.80669
H 2.59654 -0.08796 -0.10246
H 1.89071 0.20363 1.47490
H -1.41678 3.05743 0.32676
H -2.48795 1.72175 -0.09437
H -2.46971 3.13033 -0.93101
H 1.74794 2.73113 -0.23155
C 4.26064 -5.00543 5.22130
C 3.23520 -4.10212 4.41773
C 1.83691 -4.39634 4.96061
C 0.80351 -3.34255 4.42290
C 1.12845 -1.87761 4.45787
C 2.63196 -1.63791 4.06836
N 3.57642 -2.68430 4.59554
O 4.90959 -2.37842 4.43629
C 2.69523 -1.34110 2.55147
C 2.90827 -0.33352 4.67679
C 3.24166 -4.59041 2.90701
H 5.19171 -5.10131 4.66272
H 3.69425 -5.91066 5.44006
H 4.49018 -4.46489 6.13958
H 1.46646 -5.40217 4.76267
H 1.99411 -4.32080 6.03657
H -0.01499 -3.45507 5.13388
H 0.55400 -3.50001 3.37359
H 0.74062 -1.47637 5.39419
H 0.42528 -1.59917 3.67295
H 2.26675 -2.17668 1.99801
H 2.04302 -0.52339 2.24476
H 3.67185 -1.04551 2.16814
H 3.89795 -0.07984 4.29696
H 2.34932 0.54897 4.36552
H 2.91025 -0.40178 5.76465
H 4.04870 -4.18423 2.29726
H 2.33593 -4.45850 2.31509
H 3.54865 -5.63603 2.88394
H 5.10578 -2.15490 5.34906
C 2.45715 2.16925 -7.30972
C 1.92830 1.69705 -5.95614
C 0.42836 2.28579 -5.85641
C -0.42965 1.61422 -4.77228
C -0.51552 0.10384 -5.02104
C 1.00257 -0.53527 -5.08424
N 1.86220 0.22223 -6.01061
O 3.08300 -0.47709 -6.21910
C 1.55938 -0.59948 -3.62685
C 0.79104 -1.88993 -5.73154
C 2.82827 2.36684 -4.92257
H 3.47602 1.89947 -7.58761
H 1.81792 1.91172 -8.15420
H 2.35577 3.25434 -7.28944
H 0.50178 3.36451 -5.71831
H -0.07042 2.13224 -6.81335
H -0.10573 1.88576 -3.76757
H -1.43607 2.03246 -4.78966
H -1.10041 -0.24498 -5.87212
H -1.22834 -0.21836 -4.26198
H 2.59437 -0.94077 -3.64702
H 1.17874 -1.31093 -2.89401
H 1.75784 0.41934 -3.29410
H 1.73332 -2.43765 -5.71688
H 0.48329 -1.85419 -6.77658
H 0.07146 -2.51350 -5.20099
H 3.88270 2.13433 -5.07157
H 2.67840 3.44458 -4.98677
H 2.59533 2.18461 -3.87346
H 3.27893 -0.17933 -7.11049

=====

Entry 2:
Here is a cluster of 2 separate species, C5H6O in total in a non-equilibrium geometry from the OMol25 dataset. Energies are from ωB97M-V with the def2-TZVPD basis set.

Summary:
charge	0
Kohn-Sham gap	9.710	eV
spin multiplicity	1
E_tot	-7322.9891	eV

Geometry (Å):
C -1.00475 1.09395 0.05899
C -0.19477 -0.15889 0.14081
O -0.62194 -0.94056 1.17281
C 0.43688 -0.87696 -0.99506
C 1.47161 -0.14434 -0.26776
C 1.85928 0.66405 0.63095
H -2.05778 0.80549 -0.04074
H -0.67132 1.67793 -0.79190
H -0.87259 1.66532 0.98131
H 0.18956 -0.49449 -1.97833
H 0.44256 -1.96764 -0.91666
H 0.63788 -1.33130 1.62668

=====

Entry 3:
Here is the molecule C5H15N3 in a non-equilibrium geometry from the OMol25 dataset. Energies are from ωB97M-V with the def2-TZVPD basis set.

Summary:
charge	0
Kohn-Sham gap	9.668	eV
spin multiplicity	1
SMILES	C[C@H](CCN)NCN
E_tot	-9897.7471	eV

Geometry (Å):
C 0.90006 -1.67870 0.64588
C 0.09596 -0.81526 -0.38038
C 1.04010 -0.14888 -1.40186
C 1.92373 1.07193 -1.02324
N 1.27775 2.23430 -0.37721
N -0.82087 0.12772 0.21744
C -1.99195 -0.45657 0.81667
N -2.99422 0.54195 1.06352
H 0.51468 -1.62183 1.66110
H 0.78555 -2.71840 0.33710
H 1.91445 -1.42120 0.56706
H -0.52665 -1.45087 -1.00583
H 0.42616 0.09840 -2.23378
H 1.78828 -0.87350 -1.70376
H 2.25326 1.43431 -1.99804
H 2.71750 0.77924 -0.33839
H 0.49418 2.57634 -0.95050
H 0.85245 1.94502 0.48901
H -0.33964 0.67083 0.90154
H -1.76863 -1.07494 1.70107
H -2.38032 -1.17750 0.12199
H -3.47198 0.45243 1.95330
H -2.68984 1.50520 0.93731

=====

Entry 4:
Here is a structure of composition C34H56Br45N2O in a non-equilibrium geometry from the OMol25 dataset. Energies are from ωB97M-V with the def2-TZVPD basis set.

Summary:
charge	+1
Kohn-Sham gap	8.942	eV
spin multiplicity	1
E_tot	-3193091.9872	eV

Geometry (Å):
C 2.64485 -3.10674 1.74873
C 2.38408 -2.25409 0.40450
C 3.51733 -1.11443 0.37950
C 3.10289 0.42760 0.56545
C 4.05600 1.24218 -0.43851
C 3.54995 2.67456 -0.96789
C 3.00863 2.65811 -2.48997
C 1.43261 2.53524 -2.44013
C 0.80687 1.48343 -3.45085
C 0.01034 0.35764 -2.66758
C -1.51931 0.42006 -3.00947
C -2.25187 1.55229 -2.15814
C -3.77908 1.48842 -2.54898
N -4.70219 2.21605 -1.63177
C -3.98571 3.10915 -0.66769
C -2.71492 2.45727 0.03150
C -3.19992 1.91654 1.45612
C -3.48394 3.05873 2.49782
C -1.63537 3.62494 0.19787
C -0.28033 3.14381 0.83316
O -0.36557 2.82564 2.23364
N -2.16954 1.26936 -0.69668
H 1.82105 -3.82031 2.09429
H 2.82101 -2.35305 2.56537
H 3.55627 -3.72122 1.53160
H 2.61494 -2.95015 -0.45030
H 1.32808 -1.87075 0.32874
H 4.23986 -1.37618 1.19975
H 4.08360 -1.21453 -0.58896
H 2.00282 0.62798 0.44305
H 3.35507 0.70696 1.63946
H 5.02280 1.36181 0.12926
H 4.27050 0.64037 -1.35679
H 2.78439 3.13446 -0.28136
H 4.44463 3.35681 -1.00320
H 3.51490 1.82881 -3.04724
H 3.24700 3.66379 -2.93042
H 1.15619 2.17927 -1.40397
H 0.92836 3.53033 -2.62091
H 0.09719 1.99375 -4.15454
H 1.66214 1.00694 -4.00806
H 0.40015 -0.62522 -3.06820
H 0.24438 0.34376 -1.56897
H -1.97277 -0.57416 -2.77593
H -1.67849 0.61829 -4.10161
H -1.74618 2.51999 -2.43458
H -3.89108 1.76778 -3.63414
H -4.07337 0.39440 -2.49522
H -5.21804 2.86485 -2.25444
H -4.74246 3.38965 0.12175
H -3.68035 4.11239 -1.13973
H -2.34756 1.29172 1.85623
H -4.09107 1.24111 1.33931
H -2.61167 3.72508 2.70406
H -3.78274 2.57122 3.46872
H -4.36899 3.69531 2.20334
H -2.06962 4.51993 0.74275
H -1.40437 4.00561 -0.84290
H 0.45479 3.99758 0.74146
H 0.20202 2.27498 0.30023
H 0.18174 2.04316 2.38549
H -2.81860 0.48237 -0.52682
H -1.24438 0.96164 -0.37370
C -1.62810 -6.36982 -0.11425
Br -2.31503 -4.66282 0.48558
Br -1.02028 -6.29329 -1.94742
Br -0.28206 -7.02341 1.09783
H -2.45689 -7.06997 -0.08057
C -0.54474 -3.29392 4.17910
Br 0.76905 -4.65571 3.79048
Br -2.32039 -4.06995 4.26326
Br -0.10964 -2.28860 5.77446
H -0.53525 -2.59205 3.34962
C -7.59677 -0.78744 6.78152
Br -6.77548 -2.23038 5.78510
Br -6.33280 0.07020 7.97104
Br -8.46404 0.48989 5.61084
H -8.37057 -1.22816 7.40157
C -1.08315 7.72939 -0.60356
Br -0.91585 8.01292 -2.51079
Br -2.76839 6.88525 -0.15169
Br 0.42901 6.75706 0.11420
H -1.08259 8.70776 -0.13399
C 5.42975 -0.63638 4.29952
Br 3.59915 -0.16108 3.87930
Br 5.55281 -2.41831 5.04490
Br 6.59995 -0.41114 2.77232
H 5.76949 0.05482 5.06638
C -3.51613 -6.45205 -5.28331
Br -4.18210 -7.64383 -3.91051
Br -3.96796 -7.07120 -7.06187
Br -4.09648 -4.62674 -4.97610
H -2.43300 -6.45579 -5.21045
C 6.28037 1.82543 -4.77393
Br 5.19655 2.52196 -6.21964
Br 6.80016 3.21541 -3.52972
Br 5.41147 0.34727 -3.87389
H 7.19380 1.43423 -5.21837
C -6.19551 5.73175 -3.47726
Br -4.39787 5.03326 -3.67393
Br -7.20862 5.57177 -5.11746
Br -7.11768 4.92646 -1.97593
H -6.10186 6.79138 -3.26209
C 5.58928 -6.54794 5.14663
Br 6.53261 -8.21588 4.87321
Br 3.67411 -6.76307 4.95007
Br 6.04845 -5.73194 6.84211
H 5.91441 -5.86641 4.36702
C -6.83074 -1.37990 -5.71291
Br -7.44009 0.45376 -5.59967
Br -5.18466 -1.64960 -4.72597
Br -8.20299 -2.63093 -5.16771
H -6.61170 -1.58040 -6.75675
C 7.82512 3.26784 5.19563
Br 9.60291 3.44078 4.45098
Br 6.45248 3.52159 3.85117
Br 7.60406 1.59446 6.14582
H 7.70589 4.06384 5.92427
C -6.57023 -5.85515 7.59956
Br -5.03139 -5.21503 6.61231
Br -8.10930 -6.09878 6.44970
Br -6.16119 -7.45798 8.60400
H -6.82872 -5.08496 8.31911
C 4.80932 3.24850 9.20596
Br 4.77187 3.48527 7.28349
Br 3.43501 2.02253 9.80322
Br 6.56459 2.72113 9.83055
H 4.59015 4.21391 9.64996
C -5.12995 -6.25364 -10.67150
Br -7.06593 -6.24233 -10.67551
Br -4.42364 -7.98031 -10.15024
Br -4.40252 -5.66277 -12.36535
H -4.80872 -5.53932 -9.91983
C 9.97561 -0.50008 -4.81544
Br 8.90277 0.19442 -6.27200
Br 10.48654 0.89601 -3.57566
Br 9.09716 -1.97350 -3.91828
H 10.88914 -0.89064 -5.25176

=====

Entry 5:
Here is the ion CH4Cl2OP with charge +1 in a non-equilibrium geometry from the OMol25 dataset. Energies are from ωB97M-V with the def2-TZVPD basis set.

Summary:
charge	+1
Kohn-Sham gap (spin up / spin down)	6.717 / 5.449	eV
spin multiplicity	3
E_tot	-37470.5470	eV

Geometry (Å):
C 0.27267 0.05256 0.63852
O -0.87102 -0.20829 -1.82310
P -1.35882 0.00684 -0.08027
Cl -2.20861 1.80078 0.21451
Cl -2.59233 -1.48897 0.13900
H 0.86783 0.35328 -0.24220
H 0.69408 -0.95446 0.79663
H 0.19353 0.67217 1.50737
H -1.55511 -0.56769 -2.39377